(1)
An isolated molecule of C8H11NO2 in a non-equilibrium geometry, computed with the ωB97M-V functional and the def2-TZVPD basis.

Geometry as XYZ:
```
22
Properties=species:S:1:pos:R:3:forces:R:3
C -1.11432 0.06600 2.92704 0.6 -2.1 -4.2
C -0.99223 -0.56577 1.84644 -0.9 2.1 3.2
C 0.22936 1.59177 -0.48501 -2.0 0.0 -0.5
C 0.54652 -1.41312 0.07898 0.5 2.4 1.8
C 0.96074 -0.56083 -1.11718 -1.2 -0.5 -0.4
C -0.83570 -1.07289 0.61295 -0.4 -0.1 -2.6
C 2.56728 1.22635 -0.52786 3.0 0.9 -1.6
C -2.95521 -0.27987 -0.40031 1.0 0.2 3.2
N 1.24574 0.81314 -0.79658 0.0 0.0 -0.2
O 0.02637 2.75235 -0.28884 0.8 -0.1 0.3
O -1.86426 -1.19578 -0.32872 2.1 -0.8 0.5
H -0.90035 0.22425 3.91048 -0.1 0.5 2.2
H 0.65097 -2.36805 -0.27425 -0.2 -2.9 -0.5
H 1.29371 -1.29692 0.93626 -1.0 -0.1 -1.1
H 1.69512 -1.09765 -1.72096 0.8 0.6 0.5
H 0.14691 -0.54556 -1.83773 -0.5 0.0 0.2
H 2.90829 0.91986 0.47733 0.1 0.0 -0.5
H 3.27536 0.76581 -1.38854 -1.4 1.1 2.2
H 2.61340 2.36677 -0.59313 0.0 -1.6 0.1
H -3.53854 -0.46692 0.56501 0.1 0.5 -1.5
H -3.45048 -0.62668 -1.29521 -0.4 0.8 -0.1
H -2.50867 0.76374 -0.30017 -1.0 -1.0 -0.8
```
Forces are in eV/Å.

Orbital gap (spin up / spin down) = 0.2694 / 0.2889 hartree
Relative energy (zero: lowest compared OMol25 entry of this formula, charge and spin) = 657.1 kJ/mol
Net charge = 0
E_LUMO (spin up / spin down) = -0.175 / 0.528 eV

(2)
An isolated molecule of C6H13N in a non-equilibrium geometry, computed with the ωB97M-V functional and the def2-TZVPD basis.

Geometry as XYZ:
```
20
Properties=species:S:1:pos:R:3:forces:R:3
C -1.16991 -0.86737 2.54807 -1.2 1.2 0.6
C -0.18062 -1.43281 1.56798 -0.6 -0.6 -1.6
C -0.48213 -1.19242 0.08739 -1.2 -0.1 -4.2
C -0.63896 0.26010 -0.48293 -0.3 -1.1 1.1
C 0.68829 0.87352 -0.79898 -0.7 1.2 1.3
C 0.90949 1.37107 -1.99974 0.4 0.0 -2.3
N 1.96184 2.12025 -2.52362 0.7 0.7 1.0
H -0.94279 -1.00172 3.62424 0.1 -0.7 -0.6
H -1.15475 0.24022 2.52340 -0.3 -0.4 -0.4
H -2.21371 -1.20985 2.34007 0.8 0.3 0.3
H 0.76949 -0.96693 1.77405 0.8 -0.7 0.2
H -0.27157 -2.52537 1.52351 1.0 0.0 1.1
H -1.38701 -1.69917 -0.35510 -0.1 0.2 1.7
H 0.12955 -1.70662 -0.74998 0.5 0.5 2.1
H -1.37202 0.26058 -1.31939 0.8 0.0 0.2
H -1.16590 0.76492 0.32700 0.1 0.7 -0.1
H 1.29791 1.15222 0.09286 -0.1 -0.4 -0.9
H 0.21966 1.20589 -2.84746 -0.1 -0.3 0.8
H 2.31753 1.88874 -3.43473 -0.2 -0.1 0.0
H 2.68562 2.46476 -1.89666 -0.3 -0.4 -0.2
```
Forces are in eV/Å.

SMILES = CCCC/C=C/N
Orbital gap = 0.3372 hartree
Relative energy (zero: lowest compared OMol25 entry of this formula, charge and spin) = 140.4 kJ/mol
Net charge = 0
E_LUMO = 1.190 eV

(3)
A structure of composition C40H36AuF2GeN3O2S in a non-equilibrium geometry, computed with the ωB97M-V functional and the def2-TZVPD basis.

Geometry as XYZ:
```
86
Properties=species:S:1:pos:R:3:forces:R:3
Au 0.13615 -0.96625 0.79079 0.4 1.0 -0.6
C -0.82766 -2.85196 5.66457 0.0 0.0 -0.1
C -2.06193 -2.28797 5.34573 0.0 -0.1 0.0
C -2.44111 -2.14103 4.02204 0.1 -0.1 0.0
C -1.58509 -2.57921 3.00224 0.6 0.4 0.1
C -0.34567 -3.15521 3.33230 -0.2 0.1 0.1
C 0.02470 -3.29670 4.66155 0.0 0.0 0.0
Ge -1.96789 -2.29848 1.14759 -1.4 -1.3 0.1
C -1.86498 -3.91241 0.13016 0.5 0.2 -0.4
C -1.73816 -5.13075 0.80884 0.0 0.1 -0.1
C -1.64764 -6.30830 0.08499 0.0 0.0 -0.1
C -1.66528 -6.27466 -1.30532 0.0 0.1 0.0
C -1.77741 -5.06542 -1.98300 -0.1 -0.1 0.1
C -1.87167 -3.88213 -1.27107 -0.1 -0.2 0.2
C -3.56228 -1.28784 0.81825 0.3 0.6 -0.1
C -4.40729 -1.65764 -0.23361 0.0 0.1 0.1
C -5.59043 -0.96495 -0.44285 -0.1 0.0 0.1
C -5.93023 0.10367 0.38039 0.1 -0.1 0.0
C -5.08323 0.49276 1.41467 -0.1 0.0 0.0
C -3.90014 -0.19521 1.63012 -0.1 -0.1 -0.1
H -0.53017 -2.94114 6.70181 0.0 0.0 0.0
H -2.72757 -1.95720 6.13302 0.0 0.0 0.0
H -3.40774 -1.71465 3.78432 0.0 0.0 0.0
H 0.32126 -3.50539 2.55077 0.0 0.0 0.0
H 0.97850 -3.74288 4.91327 0.0 0.0 0.0
H -1.72655 -5.16141 1.89148 0.0 0.0 0.0
H -1.55383 -7.25192 0.60647 0.0 0.0 0.0
H -1.58158 -7.19791 -1.86437 0.0 0.0 0.0
H -1.77208 -5.04255 -3.06437 0.0 0.0 0.0
H -1.91833 -2.94052 -1.80066 0.0 0.0 0.0
H -4.15340 -2.49609 -0.87071 0.0 0.0 0.0
H -6.25237 -1.26521 -1.24546 0.0 0.0 0.0
H -6.86127 0.63278 0.21993 0.0 0.0 0.0
H -5.35235 1.32296 2.05694 0.0 0.0 0.0
H -3.24921 0.10634 2.44382 0.0 0.0 0.0
N 0.54714 6.17142 1.29790 0.1 -0.1 0.0
C -0.57787 5.46947 1.48459 -0.2 0.0 0.1
S -2.03147 6.16159 1.80736 0.1 -0.1 -0.1
C -0.42098 3.97738 1.42071 0.0 0.2 0.2
C -1.47739 3.17855 1.00217 -0.1 0.1 0.1
C -1.30930 1.81391 0.95067 0.2 -0.1 0.3
N -0.15781 1.21627 1.31218 -0.4 -0.1 0.4
C 0.85265 1.97658 1.74683 -0.1 -0.1 -0.1
C 0.75773 3.35266 1.81004 0.0 0.1 0.0
H 0.49277 7.17525 1.30836 0.0 0.1 0.0
H 1.40629 5.74080 0.99839 0.0 0.0 -0.1
H -2.41507 3.63144 0.70973 0.0 0.0 0.0
H -2.10885 1.17260 0.61365 0.0 0.0 -0.1
H 1.75795 1.46490 2.04989 -0.1 0.0 0.0
H 1.59327 3.92113 2.19720 0.0 -0.1 0.0
C 3.07922 4.66576 -4.58637 0.0 -0.1 0.1
C 2.23818 4.07591 -3.48005 0.1 0.0 -0.1
C 1.36773 4.89491 -2.77388 0.0 0.1 0.0
C 0.51960 4.36263 -1.81564 -0.1 -0.2 0.0
C 0.57987 3.01051 -1.53326 0.1 -0.1 0.1
C 1.48995 2.18015 -2.18968 0.0 -0.2 0.2
N 1.48469 0.81083 -1.80243 0.5 0.1 -0.4
C 2.57946 -0.03054 -1.61737 -0.1 0.3 0.2
C 3.85267 0.50688 -1.38934 0.1 0.0 0.2
C 4.94602 -0.31703 -1.16422 -0.1 0.1 0.0
C 4.80283 -1.69921 -1.14473 0.1 0.0 0.0
C 3.54735 -2.24066 -1.34907 0.0 0.0 -0.2
C 2.43694 -1.43445 -1.58795 -0.1 0.0 0.1
C 1.11503 -2.11792 -1.78893 0.1 0.2 0.1
O 1.00741 -3.11870 -2.44707 -0.2 0.1 0.1
O 0.05749 -1.50064 -1.21148 -0.2 -0.6 -0.1
C 2.30192 2.69747 -3.20445 0.0 -0.1 -0.3
C 3.15306 1.80705 -4.07939 0.0 0.1 0.1
H 2.94128 5.74473 -4.64400 0.0 0.0 0.0
H 2.80006 4.24207 -5.55433 0.0 0.0 0.0
H 4.14183 4.45971 -4.43697 0.0 0.0 0.0
H 1.32885 5.95468 -3.00496 0.0 -0.1 0.0
H -0.18891 4.99944 -1.29454 0.0 0.0 -0.1
H -0.07684 2.56715 -0.79059 0.3 0.2 -0.4
H 0.59334 0.38963 -1.63473 -0.3 -0.2 -0.2
H 3.96462 1.58489 -1.36311 0.0 -0.1 -0.1
H 5.92207 0.12693 -0.99999 -0.1 0.0 0.0
H 5.65937 -2.34154 -0.98335 -0.1 0.0 0.0
H 3.40846 -3.31570 -1.34297 0.0 0.1 0.0
H 4.21493 1.86651 -3.82000 -0.1 0.0 0.0
H 3.05940 2.11079 -5.12322 0.0 0.0 0.1
H 2.84894 0.76556 -4.01020 0.0 0.0 0.0
F 2.42331 -2.55837 1.61251 0.1 -0.2 0.0
C 2.21758 -1.24905 1.58795 0.4 -0.1 0.3
F 2.21806 -0.78250 2.84253 0.0 0.1 0.1
H 2.94912 -0.72736 0.96100 -0.1 0.0 -0.1
```
Forces are in eV/Å.

Spin multiplicity = 2
Orbital gap (spin up / spin down) = 0.1741 / 0.1769 hartree
Relative energy (zero: lowest compared OMol25 entry of this formula, charge and spin) = 122.3 kJ/mol
Net charge = +1
E_LUMO (spin up / spin down) = -5.259 / -5.181 eV

(4)
A structure of composition C19H14AlF5N2O2 in a non-equilibrium geometry, computed with the ωB97M-V functional and the def2-TZVPD basis.

Geometry as XYZ:
```
43
Properties=species:S:1:pos:R:3:forces:R:3
Al -7.19369 -11.78393 4.53926 1.8 0.4 0.6
F -10.03448 -14.15533 8.46031 -0.1 -0.3 1.3
C -9.89817 -13.71314 7.23527 0.3 0.4 -1.1
C -8.69911 -13.17156 6.82080 0.9 0.1 1.3
C -8.57376 -12.75132 5.51422 0.9 -0.2 0.0
C -9.59067 -12.99749 4.59929 -0.4 0.7 -1.5
C -10.80787 -13.45926 5.04718 0.7 -0.2 1.6
F -11.83773 -13.60176 4.23653 -1.0 -0.2 -0.5
C -10.96672 -13.79638 6.38906 -0.9 -0.3 -0.8
C -9.30611 -12.70662 3.13249 0.4 -0.1 1.3
C -10.07645 -13.10537 2.08098 -1.3 -1.0 -2.4
C -9.59030 -13.09399 0.73228 1.9 0.6 3.6
C -8.24941 -12.64190 0.62410 -0.9 -0.3 -2.8
C -7.59046 -12.06597 1.66512 0.9 0.4 1.2
N -8.10910 -12.14400 2.90168 -0.1 0.7 -0.2
H -7.89739 -13.10872 7.60767 -0.7 0.2 -1.1
H -11.91348 -14.16878 6.74746 -0.1 -0.1 0.0
H -11.04830 -13.55711 2.29222 0.4 0.3 -0.2
H -10.15287 -13.54031 -0.04912 -0.3 -0.1 -0.6
H -7.71888 -12.69276 -0.34871 -0.5 0.1 0.7
H -6.59161 -11.55132 1.58665 -1.1 -0.8 0.0
C -4.18173 -10.31466 3.88449 -0.3 0.0 -0.6
C -4.42366 -11.76879 3.56594 0.1 0.7 -0.2
C -3.65544 -12.61565 2.81156 0.5 0.3 -0.5
C -4.28126 -13.88755 2.81726 0.8 -0.8 -0.1
C -5.33084 -13.79541 3.67252 -1.5 0.0 -0.2
C -6.26703 -14.91486 4.10710 0.5 1.7 -0.9
N -5.50605 -12.45478 4.08837 0.2 -1.1 0.2
H -3.38785 -9.95553 3.19402 -0.4 0.0 0.7
H -3.90077 -10.24497 4.93741 0.3 0.3 -0.1
H -5.10501 -9.69377 3.77598 1.0 -0.5 -0.2
H -2.69385 -12.41462 2.33387 -0.5 0.3 0.1
H -3.90590 -14.78545 2.28209 -0.4 0.7 0.7
H -6.08396 -15.04884 5.16369 -0.4 -0.7 0.2
H -6.05957 -15.74206 3.45587 0.4 -0.8 0.2
H -7.30227 -14.66743 3.87529 -0.2 0.1 0.5
F -8.19180 -9.09111 7.32104 0.8 -0.2 0.8
C -8.70867 -8.91226 6.11481 1.9 -1.2 -0.5
F -9.50719 -9.95619 5.88974 -1.0 -0.7 -0.3
F -9.40706 -7.83975 6.16217 -1.1 1.9 -0.5
C -7.61811 -8.96683 4.96566 -0.9 0.2 0.2
O -7.58754 -8.10264 4.13445 0.3 -0.1 0.2
O -6.91487 -10.06877 5.00926 -0.6 -0.5 -0.2
```
Forces are in eV/Å.

Orbital gap = 0.2373 hartree
Net charge = 0
E_LUMO = -0.998 eV

(5)
A cluster of 2 separate species, C3H4FO2Si in total in a non-equilibrium geometry, computed with the ωB97M-V functional and the def2-TZVPD basis.

Geometry as XYZ:
```
11
Properties=species:S:1:pos:R:3:forces:R:3
C -1.96290 -1.63308 -0.34499 0.1 0.1 -2.5
C 1.52525 0.46801 -0.16008 -0.1 -1.1 1.3
C 1.76900 0.99512 1.03014 -0.1 0.9 -0.8
O -1.59316 -0.89184 0.62773 0.3 0.8 1.1
O -2.43997 -2.73639 -0.45519 -0.5 -0.8 0.9
F 1.97274 2.34069 1.19987 0.2 0.1 -0.2
Si -1.19055 -0.13189 -1.16663 -0.8 0.2 -0.2
H 1.43107 0.87295 -1.13726 0.3 0.9 -0.2
H 1.19380 -0.56776 -0.16533 0.5 0.0 0.2
H 1.77729 0.56363 2.00918 -0.2 -0.7 0.1
H -2.48258 0.72057 -1.43742 0.2 -0.3 0.3
```
Forces are in eV/Å.

Orbital gap = 0.2513 hartree
Relative energy (zero: lowest compared OMol25 entry of this formula, charge and spin) = 351.2 kJ/mol
Net charge = -1
E_LUMO = 3.870 eV

(6)
A cluster of 3 separate species, C30H58BBrN2O6S in total, computed with the ωB97M-V functional and the def2-TZVPD basis.

Geometry as XYZ:
```
99
Properties=species:S:1:pos:R:3:forces:R:3
C -3.86762 -0.51038 8.60216 0.0 0.2 0.1
O -4.40241 -1.78459 8.31436 0.1 -0.1 0.0
C -4.35862 -2.11658 6.93656 -0.2 0.1 -0.1
C -2.95309 -2.51605 6.45998 0.1 0.0 0.2
C -2.89987 -3.90983 5.83285 -0.2 0.0 0.1
C -3.60025 -4.06426 4.47362 0.2 0.0 -0.1
C -3.32774 -2.95973 3.44446 -0.1 0.0 0.0
C -1.97342 -3.12909 2.73105 0.1 0.3 0.3
C -1.96152 -2.77378 1.22013 -0.1 -0.3 0.3
C -2.59477 -1.37712 1.05216 -0.1 -0.1 -0.4
C -2.24888 -0.56634 -0.20944 0.1 0.1 0.2
C -1.04724 0.38320 -0.09343 0.1 0.1 -0.1
C -1.15868 1.44516 0.99698 0.1 0.0 0.1
S -2.59393 2.52702 0.68470 -0.1 0.0 0.0
C -2.62002 3.34912 2.21589 0.0 0.0 0.0
N -3.61779 3.54183 3.00702 0.1 0.0 -0.1
N -3.12829 4.28765 4.07707 0.1 0.1 0.0
C -1.88038 4.45968 3.84405 0.0 0.1 0.1
O -1.47039 3.90849 2.68472 0.0 0.0 -0.1
C -2.82510 -3.87825 0.57693 0.3 0.0 -0.1
O -3.99983 -4.04437 0.63904 -0.1 0.0 0.1
O -2.00719 -4.74807 -0.12633 -0.1 0.2 -0.2
C -1.01004 -3.87723 -0.63311 -0.1 0.5 0.1
Br 0.38498 -4.78843 -1.58596 0.0 -0.2 0.0
C -0.57087 -3.00413 0.54524 0.4 -0.2 -0.1
C 0.55468 -3.63249 1.39826 -0.1 -0.2 -0.4
B 1.99397 -3.01736 1.17277 0.1 -0.1 0.1
O 2.98046 -3.24503 2.12615 -0.3 0.5 -0.2
O 2.31927 -2.26193 0.07194 0.5 -0.4 0.0
H -3.35622 -0.54640 9.56622 -0.1 -0.1 0.0
H -4.66271 0.24170 8.66432 0.0 0.0 -0.1
H -3.14256 -0.18431 7.84939 0.0 0.0 0.0
H -5.04950 -2.95580 6.82231 0.1 0.0 0.0
H -4.76330 -1.28304 6.34609 0.0 -0.1 0.0
H -2.30666 -2.51859 7.34374 -0.1 0.0 0.0
H -2.53076 -1.76045 5.79092 0.0 -0.1 0.0
H -3.39638 -4.59018 6.53487 0.1 0.0 0.0
H -1.86132 -4.25226 5.78038 0.0 0.1 -0.2
H -4.68002 -4.17058 4.60358 0.0 0.1 0.1
H -3.25958 -5.00858 4.03412 -0.2 0.0 0.0
H -3.35425 -1.97693 3.92277 -0.1 -0.1 0.0
H -4.15037 -2.95684 2.72906 0.1 -0.1 0.0
H -1.23921 -2.47010 3.21084 0.0 -0.1 0.0
H -1.60407 -4.14558 2.89033 -0.1 0.0 -0.2
H -3.67676 -1.52915 1.05437 0.1 0.0 0.2
H -2.36436 -0.78763 1.94266 0.0 0.0 0.0
H -3.12267 0.04514 -0.44884 0.0 -0.1 -0.1
H -2.09488 -1.22951 -1.06440 0.0 0.0 0.0
H -0.90645 0.88648 -1.05645 0.0 0.0 0.1
H -0.11125 -0.15349 0.09109 -0.1 0.0 0.0
H -0.25753 2.05857 1.02087 0.0 0.0 -0.1
H -1.28225 1.00431 1.98793 0.0 0.0 -0.1
H -1.14287 4.96964 4.44182 -0.1 0.0 0.0
H -1.47314 -3.24244 -1.39048 0.1 -0.1 -0.1
H -0.14321 -2.11374 0.08669 -0.4 0.2 0.2
H 0.34935 -3.61817 2.46495 0.0 0.1 0.0
H 0.64556 -4.70035 1.15464 0.0 0.0 0.2
H 2.99218 -2.59812 2.83624 0.1 -0.2 0.1
H 1.98926 -2.60971 -0.76472 -0.3 0.2 0.0
C 1.08793 0.34750 -3.23574 0.0 0.1 -0.1
C 1.84186 -0.31625 -4.38373 -0.1 0.0 0.1
C 2.89276 -1.31502 -3.90640 0.0 0.0 0.0
C 4.01174 -0.70862 -3.05682 0.0 0.0 0.0
C 4.79175 0.41546 -3.73783 0.0 0.0 0.0
C 5.51509 -0.02351 -5.00705 0.0 0.1 0.0
H 1.75614 0.92106 -2.59083 0.0 0.0 0.0
H 0.33171 1.03594 -3.61888 0.0 0.0 0.0
H 0.57911 -0.39997 -2.62069 0.0 0.0 0.0
H 2.30850 0.44813 -5.01147 0.0 0.0 0.0
H 1.12426 -0.83678 -5.02316 0.0 0.0 0.0
H 3.32272 -1.82623 -4.77162 0.0 0.0 0.0
H 2.38762 -2.08735 -3.31718 0.0 -0.1 0.0
H 4.70595 -1.50649 -2.77547 0.0 0.0 0.0
H 3.59648 -0.33240 -2.11767 0.0 0.0 0.0
H 5.52435 0.80618 -3.02702 0.0 0.0 0.0
H 4.12214 1.24973 -3.97019 0.0 0.0 0.0
H 6.21477 -0.83451 -4.79434 0.0 0.0 0.0
H 6.08254 0.80222 -5.43827 0.0 0.0 0.0
H 4.81757 -0.37338 -5.76981 0.0 0.0 0.0
C 2.14453 4.16103 -2.20503 0.0 0.0 0.0
C 1.93485 5.36231 -3.11908 0.0 0.0 0.0
C 1.18384 5.00353 -4.40099 0.0 0.0 0.0
C 1.88400 3.96611 -5.28254 0.0 0.0 0.0
C 3.29776 4.34143 -5.72330 0.0 0.0 -0.1
C 3.35522 5.60764 -6.57198 0.0 0.0 0.0
H 2.74679 3.39517 -2.69762 0.0 0.0 0.0
H 2.65760 4.44260 -1.28443 0.0 0.0 0.0
H 1.18544 3.71311 -1.93270 0.0 0.0 0.0
H 2.90317 5.80893 -3.36088 0.0 0.0 0.0
H 1.37050 6.13189 -2.58648 0.0 0.0 0.0
H 1.00299 5.91597 -4.97544 0.0 0.0 0.0
H 0.19481 4.61620 -4.13546 0.0 0.0 0.0
H 1.26846 3.79454 -6.17140 0.0 0.0 0.0
H 1.92156 3.00687 -4.75633 0.0 0.0 0.0
H 3.71301 3.50869 -6.29765 0.0 0.0 0.0
H 3.94480 4.45734 -4.84903 0.0 0.0 0.0
H 2.74107 5.50214 -7.46878 0.0 0.0 0.0
H 4.37688 5.81841 -6.89032 0.0 0.0 0.0
H 2.99826 6.47936 -6.02148 0.0 0.0 0.0
```
Forces are in eV/Å.

SMILES = COCCCCCC[C@]1(CCCCSc2nnco2)C(=O)O[C@H](Br)[C@@H]1CB(O)O.CCCCCC.CCCCCC
Orbital gap = 0.3499 hartree
Net charge = 0
E_LUMO = -0.023 eV